Record 1
48
Properties=species:S:1:pos:R:3 method="wB97M-V/def2-TZVPD" homo_ev=-9.118 gap_ev=9.4608 smiles="NC(N)=O.NC(N)=O.NC(N)=O.NC(N)=O.NC(N)=O.NC(N)=O" de_lowest_kj_mol=442.5 total_energy_ev=-36780.1892
N -4.88 -0.49 -2.51
C -5.71 -1.51 -2.67
N -6.61 -1.18 -3.55
O -5.62 -2.57 -2.11
H -5.22 0.39 -2.86
H -4.32 -0.65 -1.69
H -6.55 -0.30 -4.04
H -7.35 -1.83 -3.77
N 2.54 1.22 7.24
C 2.73 0.60 6.11
N 1.99 0.89 5.14
O 3.51 -0.30 6.04
H 1.73 1.80 7.39
H 3.27 1.25 7.93
H 1.19 1.50 5.20
H 1.94 0.12 4.48
N 0.07 -0.97 -0.78
C 0.89 -0.67 0.17
N 1.68 0.30 -0.21
O 0.86 -1.19 1.24
H 0.14 -0.42 -1.62
H -0.52 -1.77 -0.61
H 1.76 0.60 -1.17
H 2.37 0.68 0.42
N 7.63 -1.22 -3.05
C 6.57 -0.62 -2.55
N 5.54 -1.43 -2.49
O 6.50 0.55 -2.41
H 7.75 -2.22 -3.03
H 8.41 -0.61 -3.21
H 5.71 -2.33 -2.92
H 4.75 -1.18 -1.90
N -3.15 -2.50 2.62
C -3.79 -1.59 3.33
N -4.84 -2.17 3.87
O -3.55 -0.42 3.62
H -3.46 -3.45 2.77
H -2.24 -2.23 2.27
H -5.18 -2.99 3.39
H -5.37 -1.70 4.60
N -0.97 4.06 -2.83
C -0.20 3.38 -3.64
N 0.71 4.04 -4.24
O -0.22 2.15 -3.68
H -1.21 5.01 -3.04
H -1.48 3.45 -2.20
H 0.83 5.04 -4.32
H 1.39 3.47 -4.73

=====

Record 2
40
Properties=species:S:1:pos:R:3 method="wB97M-V/def2-TZVPD" multiplicity=2 homo_ev="-10.890 / -10.890" gap_ev="7.9693 / 1.7506" de_lowest_kj_mol=95.6 total_charge=+1 total_energy_ev=-19876.3469
O 23.65 -15.08 -8.36
H 23.77 -15.95 -8.74
H 23.78 -15.21 -7.42
O 24.32 -18.01 -7.03
H 23.45 -18.24 -6.70
H 24.91 -18.63 -6.61
C 26.80 -15.17 -15.68
C 25.46 -15.31 -14.97
C 25.60 -15.64 -13.50
O 26.30 -14.69 -12.68
C 25.90 -14.62 -11.27
N 24.87 -14.02 -15.15
H 27.39 -16.08 -15.83
H 27.53 -14.51 -15.21
H 26.77 -14.83 -16.71
H 24.85 -16.08 -15.43
H 26.05 -16.63 -13.45
H 24.65 -15.80 -12.98
H 26.63 -14.04 -10.69
H 25.76 -15.57 -10.76
H 24.90 -14.20 -11.25
H 24.12 -13.83 -14.51
H 25.58 -13.40 -14.78
C 20.19 -12.08 -8.57
C 21.41 -11.46 -7.89
C 20.96 -10.23 -7.01
O 22.07 -9.52 -6.53
C 21.96 -8.54 -5.62
N 22.14 -12.45 -7.07
H 19.56 -12.62 -7.86
H 20.62 -12.79 -9.27
H 19.56 -11.34 -9.06
H 22.13 -11.19 -8.66
H 20.19 -10.41 -6.26
H 20.53 -9.52 -7.71
H 21.34 -7.66 -5.79
H 22.97 -8.18 -5.41
H 21.64 -8.91 -4.65
H 22.76 -11.77 -6.66
H 22.74 -13.06 -7.60

=====

Record 3
27
Properties=species:S:1:pos:R:3 method="wB97M-V/def2-TZVPD" homo_ev=2.702 gap_ev=3.1849 total_charge=-3 total_energy_ev=-31254.2040
Na -13.46 3.60 -8.66
C -16.27 5.70 -7.96
O -17.18 5.58 -8.90
O -15.32 4.77 -7.91
O -16.37 6.58 -7.04
C -11.08 3.89 -5.88
O -11.59 4.06 -7.10
O -9.94 3.28 -5.77
O -11.75 4.27 -4.85
O -14.76 2.00 -9.87
H -15.52 2.56 -10.07
H -15.12 1.28 -9.33
O -16.46 2.47 -7.64
H -16.75 2.48 -6.73
H -16.20 3.44 -7.84
O -13.90 1.73 -6.84
H -13.71 2.19 -6.02
H -14.80 2.02 -7.08
O -11.88 1.34 -10.99
H -11.97 0.59 -11.57
H -12.75 1.42 -10.56
O -10.69 1.61 -7.83
H -11.07 2.48 -7.57
H -10.19 1.41 -7.03
O -11.34 4.32 -9.72
H -11.26 4.41 -8.72
H -11.27 5.23 -10.04